w) The following is a quantum chemistry calculation of C3H7NO as an isolated structure, from OMol25.

XYZ file:
```
12
C3H7NO, DFT the ωB97M-V functional and the def2-TZVPD basis
O -0.950 -0.547 -1.544
N 0.820 -0.841 0.376
C -0.116 -0.397 1.506
C -0.088 0.537 -1.354
C 0.765 0.323 -0.144
H 1.236 1.198 0.344
H -0.677 1.452 -1.194
H -0.112 -1.357 1.976
H 0.193 0.413 2.191
H -0.505 -1.290 -1.088
H 0.581 0.707 -2.203
H -1.148 -0.199 1.132
```

Frontier orbital gap, eV: 8.946
E_HOMO, eV: -8.50

x) The following is a quantum chemistry calculation of a single C3H7NO molecule, from OMol25.

XYZ file:
```
12
C3H7NO, DFT the ωB97M-V functional and the def2-TZVPD basis
O -2.309 -0.307 -0.032
N -0.116 -0.124 -0.154
C -0.249 1.264 0.023
C -1.236 -0.835 -0.009
C 1.225 -0.694 -0.018
H -1.096 -1.899 0.021
H 1.799 0.197 0.385
H -1.094 1.648 -0.752
H -0.650 1.527 1.024
H 1.263 -1.489 0.819
H 0.684 1.904 -0.351
H 1.779 -1.191 -0.957
```

SMILES: CN(C)C=O
Frontier orbital gap, eV: 10.222
E_HOMO, eV: -9.39

Most stable structure - x); separation to the second - 0.0901 hartree.

w) The following is a quantum chemistry calculation of a single C2H5NO2S2 molecule, from OMol25.

XYZ file:
```
12
C2H5NO2S2, DFT the ωB97M-V functional and the def2-TZVPD basis
S -1.472 0.202 -0.376
S -0.679 -1.409 0.900
O -2.818 0.556 0.063
O 0.836 -0.793 -1.279
N 0.408 2.033 -0.056
C 0.739 -1.707 -0.285
C -0.435 1.405 0.574
H 1.356 0.064 -1.099
H 1.573 -1.793 0.385
H -0.594 1.321 1.685
H 0.763 2.779 0.396
H 0.323 -2.658 -0.908
```

Frontier orbital gap, eV: 9.007
E_HOMO, eV: -8.97

x) The following is a quantum chemistry calculation of C2H5NO2S2 as an isolated structure, from OMol25.

XYZ file:
```
12
C2H5NO2S2, DFT the ωB97M-V functional and the def2-TZVPD basis
S 1.180 1.914 0.485
S 0.179 0.236 -1.917
O -2.048 -0.410 -0.297
O -1.531 0.865 1.506
N 1.071 -0.958 0.256
C 0.538 0.319 -0.096
C -1.388 0.247 0.528
H 0.557 -1.122 -2.075
H 2.179 -1.013 0.305
H 0.163 1.846 1.439
H 0.561 -1.513 0.967
H -1.461 -0.413 -1.100
```

Frontier orbital gap, eV: 9.251
E_HOMO, eV: -8.79

y) The following is a quantum chemistry calculation of a single C2H5NO2S2 molecule, from OMol25.

XYZ file:
```
12
C2H5NO2S2, DFT the ωB97M-V functional and the def2-TZVPD basis
S -2.048 -1.248 0.562
S -3.693 -0.401 -0.996
O -3.570 -0.420 -3.482
O -1.857 -1.327 -2.544
N -2.919 -0.782 -2.534
C -0.865 0.114 0.681
C 0.298 0.013 -0.335
H 0.251 1.042 -0.851
H 1.199 -0.112 0.181
H -1.468 0.952 0.544
H 0.151 -0.823 -1.070
H -0.523 0.119 1.730
```

SMILES: CCSS[N+](=O)[O-]
Frontier orbital gap, eV: 8.435
E_HOMO, eV: -9.77

Most stable structure - x); separation to the second - 0.0325 hartree.

w) The following is a quantum chemistry calculation of a single C7H6N4S molecule, from OMol25.

XYZ file:
```
18
C7H6N4S, DFT the ωB97M-V functional and the def2-TZVPD basis
S 1.307 -1.270 0.046
N 3.812 1.267 1.195
N 0.139 0.370 -1.562
N -0.407 0.952 0.959
N -3.630 -2.348 0.492
C -0.243 -1.817 0.407
C 1.226 0.241 -0.730
C -1.477 0.267 0.845
C -2.620 -1.823 0.545
C -1.400 -1.083 0.579
C 2.140 1.205 -0.615
C 3.088 1.066 0.335
H -2.452 0.912 1.001
H 2.137 2.099 -1.195
H -0.593 -0.307 -1.674
H -0.569 1.910 1.080
H -0.024 1.261 -1.970
H -0.434 -2.901 0.260
```

SMILES: [H]/N=C/C(C#N)=C\S/C(N)=C\C#N
Frontier orbital gap, eV: 7.507
E_HOMO, eV: -8.83

x) The following is a quantum chemistry calculation of a single C7H6N4S molecule, from OMol25.

XYZ file:
```
18
C7H6N4S, DFT the ωB97M-V functional and the def2-TZVPD basis
S 0.848 2.428 0.005
N -3.094 -0.331 -1.617
N -1.721 -2.118 -1.040
N 1.990 0.470 1.307
N -1.127 0.141 -0.636
C -1.899 -0.769 -1.066
C 0.381 -1.629 0.051
C -0.562 -2.474 -0.485
C 0.940 0.806 0.528
C 2.197 2.739 1.033
C 0.052 -0.239 -0.122
C 2.581 1.652 1.586
H 1.180 -1.952 0.409
H -3.761 -1.189 -1.830
H 3.270 1.737 2.340
H -3.425 0.796 -1.373
H -0.349 -3.759 -0.248
H 2.499 3.691 1.157
```

SMILES: Nc1nccc(-c2nccs2)n1
Frontier orbital gap, eV: 8.502
E_HOMO, eV: -8.73

Most stable structure - x); separation to the second - 0.0440 hartree.

w) The following is a quantum chemistry calculation of a single C20H35N3O5S molecule, from OMol25.

XYZ file:
```
64
C20H35N3O5S, DFT the ωB97M-V functional and the def2-TZVPD basis
S -1.650 3.413 7.824
O -3.146 -1.873 -3.045
O -3.990 1.390 5.651
O -0.419 2.663 7.756
O -1.506 -0.460 0.733
O -1.958 4.242 8.950
N -1.734 4.320 6.462
N -1.613 -0.532 -2.090
N -1.818 0.823 6.036
C 0.536 -1.719 -3.457
C -1.975 -1.594 -2.855
C 1.625 -2.536 -4.159
C -2.007 0.887 3.454
C -2.579 0.170 -1.276
C -0.787 -3.784 -2.911
C 1.630 -3.963 -3.587
C -3.900 -0.471 2.303
C -2.988 2.253 7.623
C -3.839 0.172 0.920
C -2.771 -0.500 0.070
C 2.983 -1.889 -3.894
C -2.407 -1.040 4.370
C -2.976 1.459 6.320
C 0.262 -4.637 -3.617
C -0.845 -2.383 -3.519
C -1.548 0.187 4.756
C -1.540 -1.137 1.977
C -2.518 -0.477 2.934
C 1.377 -2.555 -5.669
H 0.317 -5.615 -3.131
H 2.168 -3.112 -6.176
H -1.036 1.007 6.647
H -3.912 2.824 7.672
H -0.046 -4.823 -4.649
H -2.234 1.195 -1.127
H -0.549 -3.707 -1.843
H 0.823 -1.609 -2.404
H -2.912 1.590 8.487
H -3.604 1.237 1.009
H -3.370 -1.025 4.876
H -1.224 1.374 2.870
H -1.154 -2.477 -4.563
H 0.425 -3.013 -5.934
H 2.365 -4.570 -4.125
H -0.521 -1.108 2.373
H -0.644 -0.421 -1.852
H -2.066 5.260 6.621
H -4.807 0.086 0.420
H -4.594 0.066 2.952
H -4.261 -1.503 2.221
H 3.785 -2.454 -4.375
H -1.948 -2.025 4.488
H -3.044 -1.553 -0.101
H -0.898 4.264 5.898
H -1.777 -4.238 -2.975
H 3.195 -1.851 -2.822
H -1.822 -2.190 1.827
H -0.486 -0.043 4.728
H -3.527 0.191 -1.810
H 0.498 -0.712 -3.885
H -2.823 1.581 3.627
H 3.010 -0.867 -4.280
H 1.974 -3.908 -2.547
H 1.375 -1.537 -6.069
```

SMILES: CC1(C)CCC[C@@H](C(=O)NC[C@@H]2CC[C@]3(CO2)C[C@H](NC(=O)CS(N)(=O)=O)C3)C1
Frontier orbital gap, eV: 9.751
E_HOMO, eV: -9.32

x) The following is a quantum chemistry calculation of a single C20H35N3O5S molecule, from OMol25.

XYZ file:
```
64
C20H35N3O5S, DFT the ωB97M-V functional and the def2-TZVPD basis
S 4.202 -7.237 -1.167
O -1.886 3.478 -1.615
O 4.990 -8.420 -1.318
O 4.979 -3.755 -2.455
O 0.071 -0.166 -0.397
O 3.432 -6.999 0.026
N -2.196 1.514 -0.543
N 3.683 -4.190 -0.625
N 3.172 -7.126 -2.437
C -1.275 3.427 1.708
C 0.318 -0.242 -2.809
C -1.714 0.720 -1.653
C -1.544 4.221 2.983
C -5.290 3.278 3.322
C 4.617 -4.484 -1.552
C -2.435 3.593 0.719
C 2.077 -1.185 -1.310
C 1.461 -0.347 -0.201
C -2.869 3.802 3.617
C -4.389 5.383 2.368
C 2.995 -2.925 -0.446
C 1.812 -0.508 -2.645
C -2.142 2.874 -0.586
C 3.538 -1.591 -0.998
C -0.211 0.529 -1.610
C 5.288 -5.850 -1.393
C -4.068 3.916 2.664
C 1.672 -2.679 -1.199
C -3.751 3.155 1.367
H -3.067 4.396 4.515
H 2.357 0.443 -2.676
H -1.994 1.222 -2.577
H -4.576 3.281 0.659
H -1.561 5.289 2.746
H -5.538 3.788 4.255
H -2.218 1.071 0.359
H -0.340 3.747 1.242
H 2.214 -6.985 -2.151
H 0.270 1.519 -1.570
H 0.116 0.321 -3.723
H 4.120 -1.725 -1.904
H -2.197 -0.258 -1.621
H 3.481 -4.914 0.050
H 1.686 -3.163 -2.177
H -2.499 4.645 0.436
H -3.559 5.910 1.899
H -4.636 5.910 3.292
H 0.742 -2.913 -0.681
H -5.249 5.457 1.698
H -0.731 4.077 3.698
H 1.574 -0.829 0.772
H 3.301 -7.862 -3.116
H -5.106 2.225 3.551
H -3.705 2.086 1.605
H -2.784 2.759 3.944
H 4.091 -0.967 -0.293
H 5.876 -6.040 -2.286
H 2.197 -1.124 -3.461
H -0.223 -1.192 -2.879
H 1.965 0.630 -0.159
H -6.161 3.334 2.665
H 2.826 -2.829 0.627
H -1.157 2.368 1.966
H 5.944 -5.863 -0.520
```

SMILES: CC1(C)CCC[C@@H](C(=O)NC[C@@H]2CC[C@]3(CO2)C[C@H](NC(=O)CS(N)(=O)=O)C3)C1
Frontier orbital gap, eV: 9.785
E_HOMO, eV: -9.33

Most stable structure - w); separation to the second - 0.0038 hartree.